# 1
The following is a DFT calculation (ωB97M-V/def2-TZVPD) of a molecular structure, C25H48BN2NiO5P2S at a distorted geometry.

XYZ file:
```
85
Properties=species:S:1:pos:R:3:forces:R:3:mulliken_charge:R:1
Ni -1.28138 -0.67405 -0.37710 -0.10 0.27 1.10 1.29
C 0.58343 0.42289 2.74196 -0.16 0.02 0.08 -1.77
C -0.54125 -0.58150 3.03178 -0.01 0.05 0.11 2.77
C -0.96228 -0.40599 4.49281 0.04 -0.04 -0.01 -2.01
C 0.03095 -1.98565 2.81453 0.09 -0.01 0.01 -1.62
P -1.90751 -0.33256 1.77474 0.52 0.16 -1.01 0.10
C -2.21259 1.49249 1.71284 -0.20 -0.05 0.24 -1.65
N -1.22272 1.98708 0.80100 -0.09 -0.17 -0.13 1.00
B -0.56300 1.14243 -0.18073 -0.16 -0.67 0.36 -0.82
N 0.48898 1.99326 -0.69671 0.03 -0.22 -0.27 0.84
C 1.58776 1.71553 -1.59865 0.08 0.01 -0.26 -2.02
P 1.75111 -0.11409 -1.94770 0.00 0.20 -0.07 1.17
C 1.79545 -0.13430 -3.83098 0.02 0.12 -0.07 2.01
C 0.43221 0.41432 -4.27969 0.05 0.09 0.02 -1.99
C 2.91000 0.64620 -4.52904 -0.03 -0.03 0.08 -1.85
C 1.83527 -1.59854 -4.27083 0.11 -0.08 0.04 -1.71
C 3.47283 -0.40907 -1.22201 0.01 -0.01 0.01 1.70
C 3.85595 -1.87296 -1.44115 0.03 -0.02 -0.07 -1.88
C 4.63788 0.48023 -1.65868 -0.06 0.03 -0.07 -1.85
C 3.24839 -0.22470 0.28506 -0.01 0.02 -0.01 -1.79
C 0.37318 3.25378 -0.13832 0.07 0.08 0.28 0.79
C 1.12418 4.39561 -0.33889 0.03 -0.02 -0.03 -0.75
C 0.82083 5.53081 0.41487 0.04 0.05 0.00 -0.78
C -0.20460 5.51623 1.34552 0.00 0.06 0.04 -0.69
C -0.96824 4.36787 1.55522 -0.05 0.01 0.01 -0.95
C -0.67534 3.24253 0.81033 0.09 0.17 -0.07 0.37
C -3.51258 -1.06314 2.38304 -0.09 0.01 -0.12 2.41
C -3.35785 -2.57914 2.50056 0.07 -0.04 0.06 -1.83
C -4.56597 -0.78849 1.29494 0.03 0.01 0.10 -2.04
C -4.02658 -0.48214 3.70271 0.01 0.02 0.08 -1.85
H 1.43700 0.16333 3.37289 0.05 0.01 0.04 0.78
H 0.90355 0.38998 1.70587 0.02 -0.03 -0.10 -0.26
H 0.28825 1.44631 2.97455 -0.01 0.07 0.00 0.25
H -0.06851 -0.33020 5.11676 0.06 -0.03 0.02 0.48
H -1.54887 0.49996 4.64932 0.02 0.05 0.00 0.34
H -1.54088 -1.25640 4.85212 0.01 -0.01 0.00 0.31
H 0.92983 -2.10128 3.42638 0.03 -0.02 0.05 0.52
H -0.66820 -2.76998 3.09873 -0.02 -0.02 -0.02 0.21
H 0.30895 -2.13366 1.77089 0.00 0.00 -0.10 0.04
H -3.22175 1.64258 1.32064 -0.06 0.01 0.08 0.39
H -2.14184 1.97871 2.69415 0.05 -0.03 -0.04 0.47
H 1.44792 2.27391 -2.53072 0.03 -0.09 -0.03 0.63
H 2.52130 2.09558 -1.16018 -0.19 -0.06 0.01 0.75
H 0.35458 1.49356 -4.15567 0.03 0.12 0.04 0.32
H 0.30759 0.20224 -5.34467 0.01 0.00 -0.07 0.60
H -0.38547 -0.06013 -3.73660 0.01 0.06 -0.08 0.30
H 2.97756 1.67506 -4.17228 0.00 0.05 0.04 0.22
H 3.88228 0.17582 -4.39719 0.08 -0.04 0.01 0.30
H 2.70944 0.68765 -5.60406 -0.03 -0.02 -0.03 0.52
H 1.03630 -2.16340 -3.79043 -0.04 -0.04 -0.01 0.19
H 1.69010 -1.65740 -5.35316 -0.01 0.00 -0.02 0.52
H 2.78868 -2.07309 -4.03864 0.01 -0.04 0.00 0.32
H 4.14769 -2.06544 -2.47362 -0.01 -0.01 -0.01 0.36
H 4.70993 -2.12585 -0.80658 0.06 -0.01 0.03 0.51
H 3.03283 -2.53764 -1.18124 -0.10 -0.06 0.00 0.17
H 4.99767 0.21423 -2.64998 0.00 0.00 -0.06 0.35
H 4.38201 1.54027 -1.66842 0.00 0.02 0.01 0.25
H 5.47477 0.35635 -0.96542 0.04 -0.03 0.05 0.49
H 2.42997 -0.85564 0.63508 -0.01 -0.03 0.00 0.14
H 4.15812 -0.50588 0.82301 0.04 0.00 0.03 0.67
H 3.01574 0.80960 0.54348 -0.03 0.04 0.03 0.23
H 1.92985 4.41161 -1.06088 0.01 0.01 -0.02 0.49
H 1.39889 6.43340 0.26849 0.01 0.04 -0.01 0.38
H -0.42256 6.40810 1.91774 0.00 0.04 0.01 0.38
H -1.77889 4.36594 2.27223 -0.02 -0.01 0.03 0.45
H -2.98096 -3.00223 1.57010 0.04 -0.04 -0.09 0.17
H -2.70041 -2.86675 3.32284 -0.01 0.01 0.00 0.27
H -4.33811 -3.01800 2.69392 -0.07 -0.03 0.02 0.56
H -4.22208 -1.08468 0.30838 0.01 -0.01 -0.03 0.35
H -5.45472 -1.37145 1.54632 -0.08 -0.04 0.02 0.64
H -4.86377 0.25787 1.26706 0.03 0.11 -0.03 0.37
H -3.46279 -0.82109 4.57016 -0.09 0.02 -0.07 0.33
H -4.02537 0.60875 3.69772 0.00 0.06 -0.01 0.25
H -5.06342 -0.80074 3.83772 -0.03 -0.03 -0.02 0.55
O -2.99961 -2.18680 -1.06982 0.18 0.04 0.01 -0.73
S -2.89639 -1.13050 -2.13375 -0.05 0.45 0.53 0.84
O -1.40644 -1.13202 -2.47790 0.14 -0.05 0.11 -0.79
O -3.11536 0.17345 -1.44330 -0.59 -0.04 -0.66 -0.70
O -3.73833 -1.35496 -3.28136 0.06 -0.14 -0.08 -0.81
C -0.59237 -4.01883 -0.45881 -0.10 -0.04 -0.05 -0.77
O 0.00184 -2.76485 -0.74455 0.05 -0.05 -0.51 0.01
H -1.67247 -3.97575 -0.61906 0.05 -0.07 0.00 0.24
H -0.39366 -4.24709 0.59215 0.02 0.00 -0.04 0.24
H -0.15597 -4.81923 -1.07281 -0.04 0.06 0.06 0.26
H -0.34998 -2.42822 -1.60901 0.10 -0.18 0.55 0.09
```
Positions in Å, forces in eV/Å.

Results
Energy relative to the best compared isomer or geometry (same formula, charge and spin) in eV: 0.7180
HOMO (spin up / spin down) in eV: -4.2665 / -4.2675
Lowest unoccupied orbital energy (spin up / spin down) in hartree: 0.0927 / 0.0927
Frontier orbital gap (spin up / spin down) in Eh: 0.24950 / 0.24954
Total energy in eV: -111058.52957
Total charge: -1

# 2
The following is a DFT calculation (ωB97M-V/def2-TZVPD) of 3 unconnected molecules or ions with the total composition C25H48BrNO16P2S at a distorted geometry.

XYZ file:
```
94
Properties=species:S:1:pos:R:3:forces:R:3:mulliken_charge:R:1
C -0.67481 1.95617 2.40881 -0.46 0.18 -0.55 -1.59
C -1.60488 1.70651 1.19934 0.32 -0.47 -0.07 0.38
C -1.17598 2.50453 -0.04200 -0.06 -0.05 0.35 -1.54
C -2.20151 2.57232 -1.19491 0.09 -0.93 1.38 0.80
C -2.68640 1.13109 -1.45128 0.18 0.75 -0.75 -1.41
C -3.36414 3.61939 -1.03931 -0.45 -0.52 -1.40 1.18
C -4.77615 3.08638 -1.27057 -0.43 -0.12 0.59 -2.37
C -5.35728 2.26336 -0.09848 0.13 -0.63 -0.49 -0.09
C -5.88633 0.91993 -0.59150 0.31 -0.04 0.00 0.27
O -6.48467 0.78429 -1.61189 -0.35 0.08 -0.36 -0.55
O -5.62759 -0.15671 0.18099 0.01 0.07 0.09 -0.54
O -3.19746 4.48600 -2.23489 0.25 0.52 0.41 -0.46
S -2.05590 5.56031 -1.95902 0.10 0.61 -0.20 1.28
O -0.78516 5.13610 -2.41747 0.02 -0.35 0.24 -0.62
O -2.53032 6.83766 -2.34658 -0.27 -0.09 -0.05 -0.61
O -2.10999 5.44803 -0.35373 0.33 -0.55 -0.04 -0.47
C -3.28157 4.71049 0.05678 0.95 1.84 -0.95 0.66
C -4.39385 5.77306 0.00730 -1.24 -0.53 0.62 -1.00
C -4.09548 7.00611 0.84934 0.03 0.11 0.21 0.09
O -3.28162 7.82113 0.62343 0.24 0.06 -0.18 -0.38
Br -5.25331 7.24880 2.41118 -0.05 -0.11 -0.15 -0.17
O -2.93452 4.32613 1.37867 -0.27 -0.38 -0.10 -0.41
C -3.92336 4.03006 2.16569 -0.29 0.46 0.52 0.59
N -4.77922 3.88804 2.92804 0.38 -0.38 -0.40 -0.54
H 0.00157 1.11447 2.53697 0.09 0.08 0.18 0.31
H -1.26864 2.11589 3.30732 0.18 -0.11 0.15 0.40
H -0.08945 2.85699 2.22198 0.11 -0.01 0.20 0.36
H -1.54441 0.64370 0.95189 -0.14 -0.01 0.00 0.60
H -2.65039 1.87309 1.47064 0.03 0.17 -0.01 -0.29
H -0.29231 1.99788 -0.43937 0.04 0.12 -0.07 0.71
H -0.83793 3.48505 0.29008 -0.04 0.10 -0.24 0.62
H -1.64047 2.82786 -2.08930 -0.17 0.42 0.01 0.52
H -3.25394 0.71283 -0.62931 0.04 -0.20 -0.06 0.19
H -3.25238 1.10561 -2.38265 -0.24 -0.23 0.15 0.54
H -1.78992 0.54239 -1.64646 -0.09 -0.22 0.28 0.02
H -5.45574 3.91798 -1.44852 0.21 0.15 -0.09 0.71
H -4.81148 2.50008 -2.18390 0.16 -0.02 0.01 0.71
H -4.61907 2.04098 0.67089 -0.07 0.41 0.18 -0.17
H -6.21957 2.77976 0.32162 0.16 0.01 0.34 0.47
H -4.99944 0.06988 0.87580 -0.10 -0.04 0.17 0.39
H -4.54344 6.12349 -1.01310 0.32 -0.05 -0.07 0.72
H -5.35988 5.37495 0.32097 0.12 -0.16 0.14 0.70
C -0.88420 -7.05170 -2.26729 -0.05 0.13 -0.14 -0.97
C -0.37378 -6.04231 -1.25567 -0.12 -0.22 0.16 -0.35
O 0.33060 -4.95275 -1.86589 -0.48 -0.11 -0.34 -0.19
P -0.49839 -3.85402 -2.70932 4.67 1.73 1.21 0.84
O -1.37370 -3.11894 -1.78396 -2.10 -1.10 -1.23 -0.78
O 0.68071 -2.79065 -3.04821 -0.13 -0.32 -0.28 -0.20
C 0.60593 -1.42845 -2.63410 0.17 0.33 0.27 -0.48
C 1.33802 -1.21498 -1.32654 0.12 -0.12 0.04 -0.74
O -0.51904 -4.51801 -4.14353 -1.98 -0.17 0.37 -0.30
C 0.56268 -4.49173 -5.09288 0.23 -0.05 -0.69 -0.20
C 1.83851 -5.14439 -4.61643 0.03 -0.02 0.34 -0.90
H -1.66415 -6.62198 -2.89835 -0.02 -0.03 0.03 0.28
H -1.30245 -7.91992 -1.75744 0.02 0.01 0.04 0.41
H -0.07965 -7.38027 -2.92536 0.03 -0.05 0.06 0.18
H -1.19633 -5.65194 -0.65080 0.03 0.06 -0.01 0.32
H 0.33479 -6.52034 -0.58062 0.09 0.11 -0.02 0.31
H -0.43043 -1.10138 -2.56090 -0.06 -0.18 0.04 0.11
H 1.07436 -0.83107 -3.41943 0.02 -0.14 -0.09 0.36
H 1.01731 -1.93271 -0.57152 -0.16 0.07 0.00 0.26
H 1.16815 -0.20722 -0.94427 0.04 0.00 0.02 0.24
H 2.41201 -1.35374 -1.45891 0.00 0.06 -0.01 0.35
H 0.73614 -3.47161 -5.42951 -0.03 0.11 0.27 0.24
H 0.18540 -5.03884 -5.95721 -0.19 -0.05 0.13 0.35
H 2.29844 -4.59585 -3.79732 -0.04 0.05 0.00 0.24
H 2.55011 -5.18023 -5.44247 -0.07 -0.01 -0.06 0.40
H 1.65011 -6.16118 -4.27157 0.01 -0.03 -0.08 0.19
C 3.09988 -3.48706 4.04665 0.08 0.01 -0.17 -0.98
C 2.81089 -2.00317 4.18436 -0.21 -0.11 0.12 -0.20
O 3.88030 -1.18282 3.70341 -0.04 -0.39 -0.44 -0.31
P 4.15509 -1.09502 2.10318 2.45 4.17 3.42 0.92
O 2.99467 -0.36675 1.54953 -0.67 -2.58 -1.61 -0.55
O 5.31912 0.03756 2.03812 0.13 -0.41 -0.11 -0.34
C 5.16294 1.25378 1.30633 -0.07 0.35 0.03 -0.24
C 4.68901 2.37345 2.20903 0.05 0.01 0.19 -1.09
O 5.16938 -2.31047 1.98152 -1.74 -0.89 -1.36 -0.38
C 6.57163 -2.26870 2.30716 0.72 -0.24 -0.13 -0.22
C 6.87862 -1.93268 3.74696 -0.27 0.16 0.17 -0.92
H 3.14263 -3.78788 2.99789 -0.04 -0.02 0.02 0.25
H 2.31908 -4.07172 4.53404 -0.01 0.04 0.02 0.43
H 4.06182 -3.73683 4.49437 -0.03 0.00 0.07 0.18
H 1.88585 -1.74092 3.66303 0.03 0.04 -0.01 0.18
H 2.68155 -1.74711 5.23526 0.08 0.10 -0.02 0.33
H 4.49079 1.11583 0.46096 -0.11 -0.10 0.10 0.24
H 6.14529 1.49816 0.89731 0.05 -0.11 0.06 0.33
H 3.80703 2.07611 2.77619 -0.08 -0.05 -0.14 0.25
H 4.44950 3.26414 1.62665 0.01 -0.01 -0.01 0.38
H 5.46443 2.63201 2.93188 0.01 0.02 -0.02 0.31
H 7.09242 -1.60361 1.62140 -0.21 0.19 0.01 0.25
H 6.93442 -3.27437 2.09230 -0.24 -0.06 -0.04 0.35
H 6.60202 -0.91127 3.99806 -0.01 0.02 -0.06 0.26
H 7.95038 -2.04571 3.91692 0.00 -0.07 -0.07 0.40
H 6.34378 -2.59785 4.42470 0.06 -0.05 0.00 0.19
```
Positions in Å, forces in eV/Å.

Results
SMILES: CCC[C@@H](C)[C@]1(CCC(=O)O)OS(=O)(=O)O[C@]1(CC(=O)Br)OC#N.CCOP(=O)(OCC)OCC.CCOP(=O)(OCC)OCC
HOMO in eV: -10.4893
Lowest unoccupied orbital energy in hartree: 0.0110
Frontier orbital gap in Eh: 0.39651
Total energy in eV: -160410.53505